Formula: C2H4Si
Source: the Open Molecules 2025 dataset
Level of theory: the ωB97M-V functional and the def2-TZVPD basis

Last column: Mulliken spin population.
Cartesian coordinates (Å):
Si1 -0.327 0.191 0.665  0.1087
C1 -0.073 -1.382 -0.224  0.8830
C2 0.270 1.180 -0.786  0.8613
H1 0.672 0.840 -1.733  0.0287
H2 -1.740 0.473 0.917  0.0216
H3 0.422 0.500 1.897  0.0562
H4 0.776 -1.802 -0.737  0.0405

The electronic energy is -367.7900 Ha. The calculation puts the HOMO energy (spin up / spin down) at -9.06 / -8.56 eV. As for the relative energy (zero: lowest compared OMol25 entry of this formula, charge and spin): 43.6 kcal per mole. As for the multiplicity: 3. The HOMO-LUMO gap (spin up / spin down) is 7.6 / 7.1 eV.